Entry 1:
Entry from OMol25: a molecular structure, C32H32Cl5N11O2PbS in a non-equilibrium geometry (ωB97M-V with the def2-TZVPD basis set).

The geometry in XYZ format:
```
84
Properties=species:S:1:pos:R:3:lowdin_charge:R:1
Pb -1.143 -1.710 0.218 1.14
C 2.247 -3.798 -2.619 -0.03
C 1.050 -3.522 -1.759 -0.25
N 0.998 -2.687 -0.775 -0.06
N 2.059 -2.017 -0.290 -0.03
C 2.043 -1.651 0.953 -0.85
N 3.221 -1.152 1.415 0.09
S 0.700 -1.770 2.075 0.49
C -0.239 -4.263 -2.030 -0.23
C -0.458 -5.075 -3.152 -0.03
C -1.700 -5.512 -3.450 -0.06
C -2.773 -5.085 -2.655 -0.05
C -2.468 -4.363 -1.515 -0.15
N -1.230 -3.971 -1.208 -0.02
H 3.085 -3.060 -2.398 0.10
H 2.585 -4.783 -2.530 0.06
H 1.962 -3.573 -3.678 0.09
H 3.883 -0.810 0.751 0.09
H 3.244 -0.578 2.268 0.09
H 0.431 -5.364 -3.701 0.11
H -1.992 -6.011 -4.398 0.13
H -3.768 -5.449 -2.936 0.11
H -3.288 -3.988 -0.912 0.10
Cl 2.212 5.437 0.106 0.69
C 1.574 3.901 -0.293 -0.75
C 0.324 3.493 0.234 -0.68
Cl -0.529 4.607 1.252 0.67
C -0.243 2.228 0.015 -0.64
Cl -1.704 1.751 0.776 0.70
C 0.430 1.285 -0.754 -0.51
O 0.002 0.091 -0.994 -0.35
C 1.682 1.706 -1.312 -0.62
Cl 2.618 0.566 -2.186 0.71
C 2.242 2.979 -1.100 -0.73
Cl 3.690 3.423 -1.918 0.68
C 4.564 3.780 2.757 -0.03
C 3.477 2.891 3.437 -0.24
C 2.616 2.128 2.673 -0.07
C 1.478 1.546 3.205 -0.03
C 1.186 1.682 4.585 -0.25
N -0.093 1.239 5.019 0.14
C -0.281 0.334 6.033 -0.51
O 0.584 -0.054 6.771 0.09
N -1.657 -0.036 6.289 0.12
C -2.600 -0.414 5.311 -0.22
C -3.894 -0.762 5.750 -0.01
C -4.855 -1.242 4.888 -0.06
C -4.477 -1.373 3.564 -0.17
N -3.264 -1.065 3.126 0.04
C -2.302 -0.562 3.965 -0.08
C 2.058 2.345 5.363 -0.03
C 3.165 2.962 4.793 -0.04
H 5.381 3.987 3.423 0.06
H 4.211 4.713 2.311 0.06
H 4.946 3.291 1.898 0.05
H 2.831 2.031 1.568 0.12
H 0.773 0.948 2.608 0.06
H -0.834 1.361 4.334 0.13
H -1.621 -0.628 7.098 0.13
H -4.060 -0.713 6.783 0.10
H -5.878 -1.458 5.213 0.11
H -5.202 -1.580 2.780 0.11
H -1.348 -0.316 3.492 0.05
H 1.751 2.481 6.451 0.15
H 3.831 3.473 5.479 0.11
C -0.244 2.251 -4.250 -0.08
C -0.747 1.842 -5.638 -0.37
C -2.248 2.250 -5.755 -0.06
C -0.598 0.320 -5.800 -0.12
N -1.238 -0.419 -4.761 -0.13
C -0.711 -0.892 -3.636 -0.16
N -1.643 -1.442 -2.892 0.03
N -2.760 -1.297 -3.655 -0.02
N -2.514 -0.740 -4.784 0.06
H -0.380 3.341 -4.201 0.09
H 0.818 2.017 -4.017 0.07
H -0.862 1.898 -3.455 0.07
H -0.123 2.315 -6.402 0.14
H -2.790 1.861 -4.898 0.07
H -2.612 1.831 -6.669 0.06
H -2.335 3.351 -5.759 0.09
H 0.435 0.045 -5.696 0.12
H -1.050 0.033 -6.739 0.13
H 0.370 -0.827 -3.457 0.12
```

Output
* E_LUMO: -0.3981 eV
* E_HOMO: -7.716 eV
* net charge: 0
* energy relative to the best compared isomer or geometry (same formula, charge and spin): 0.639 eV

***

Entry 2:
Entry from OMol25: a molecular structure, C32H32F5N2SeSn in a non-equilibrium geometry (ωB97M-V with the def2-TZVPD basis set).

The geometry in XYZ format:
```
73
Properties=species:S:1:pos:R:3:lowdin_charge:R:1
Sn -1.719 0.524 2.755 0.85
C 5.189 -0.020 -1.151 -0.10
C 4.660 0.424 0.234 -0.27
C 3.326 1.202 0.353 -0.21
C 2.067 0.560 -0.209 -0.10
N 1.788 -0.812 0.403 0.03
C 1.354 -1.164 1.686 -0.67
Se 0.951 -0.027 3.027 0.63
N 1.066 -2.465 1.739 -0.03
C 0.938 -3.284 2.944 -0.18
C 2.244 -3.803 3.440 -0.18
C 3.274 -2.705 3.827 -0.22
C 3.060 -2.164 5.313 -0.11
C 1.017 -2.930 0.420 -0.15
C 0.345 -3.985 -0.126 0.00
C 0.385 -4.133 -1.553 -0.07
C 1.011 -3.188 -2.380 -0.08
C 1.495 -1.991 -1.808 -0.02
C 1.465 -1.889 -0.426 -0.15
H 6.268 -0.258 -1.084 0.08
H 5.010 0.810 -1.812 0.06
H 4.648 -0.886 -1.500 0.05
H 5.414 1.019 0.777 0.10
H 4.614 -0.503 0.889 0.11
H 3.436 2.258 -0.067 0.14
H 3.229 1.335 1.485 0.10
H 2.196 0.341 -1.259 0.10
H 1.168 1.151 0.052 0.12
H 0.191 -4.084 2.678 0.13
H 0.371 -2.671 3.703 0.11
H 2.668 -4.442 2.685 0.11
H 2.120 -4.427 4.291 0.10
H 3.453 -1.907 3.123 0.07
H 4.224 -3.196 3.961 0.08
H 2.043 -1.823 5.492 0.04
H 3.641 -1.279 5.539 0.06
H 3.248 -2.945 6.067 0.07
H -0.061 -4.806 0.519 0.13
H -0.051 -5.037 -1.941 0.09
H 1.076 -3.376 -3.465 0.11
H 1.918 -1.239 -2.517 0.12
F -3.680 -1.899 3.333 0.02
C -2.735 -1.581 2.431 -0.54
F -1.738 -2.535 2.521 -0.03
C -3.421 -1.603 1.024 -0.58
F -4.234 -2.651 0.870 0.14
F -4.111 -0.450 0.771 0.10
F -2.422 -1.767 0.123 0.11
C -1.974 1.274 0.778 -0.29
C -2.277 1.836 -0.263 -0.24
C -2.633 2.569 -1.346 -0.20
C -2.275 2.094 -2.686 -0.17
C -1.387 1.003 -2.783 -0.06
C -0.819 0.682 -3.997 -0.13
C -1.276 1.260 -5.176 -0.15
C -2.380 2.102 -5.119 -0.14
C -2.871 2.511 -3.910 -0.08
C -3.318 3.876 -1.164 -0.18
C -4.088 4.124 0.000 -0.05
C -4.855 5.265 0.131 -0.12
C -4.820 6.282 -0.858 -0.13
C -4.088 6.009 -2.019 -0.12
C -3.351 4.867 -2.120 -0.10
H -1.024 0.563 -1.862 0.08
H -0.013 -0.036 -4.002 0.07
H -0.698 1.110 -6.084 0.08
H -2.850 2.417 -6.066 0.10
H -3.749 3.177 -4.032 0.11
H -3.981 3.371 0.837 0.12
H -5.491 5.350 1.014 0.09
H -5.450 7.192 -0.729 0.09
H -4.043 6.757 -2.795 0.09
H -2.691 4.649 -2.922 0.09
```

Output
* E_LUMO: 2.1464 eV
* E_HOMO: -2.215 eV
* net charge: -1

***

Entry 3:
Entry from OMol25: a molecular structure, C32H32N5S2SiV in a non-equilibrium geometry (ωB97M-V with the def2-TZVPD basis set).

The geometry in XYZ format:
```
73
Properties=species:S:1:pos:R:3:lowdin_spin:R:1
V -0.046 -0.487 -0.820 1.03
C 3.042 -3.846 -5.717 0.00
Si 3.234 -3.668 -3.881 0.00
C 3.749 -5.281 -3.122 0.00
C 4.485 -2.361 -3.498 0.00
C 1.488 -3.308 -3.213 0.00
C 0.523 -4.276 -3.463 0.00
C -0.801 -4.151 -3.038 0.00
C -1.148 -3.022 -2.348 0.00
N -0.254 -2.045 -2.105 0.01
C 1.035 -2.173 -2.520 0.01
S 1.957 -0.755 -2.023 0.00
H 3.996 -4.113 -6.180 0.00
H 2.703 -2.905 -6.159 0.00
H 2.317 -4.621 -5.979 0.00
H 4.726 -5.590 -3.502 0.00
H 3.040 -6.084 -3.338 0.00
H 3.825 -5.184 -2.036 0.00
H 5.442 -2.675 -3.927 0.00
H 4.621 -2.225 -2.423 0.00
H 4.218 -1.395 -3.929 0.00
H 0.800 -5.173 -4.008 0.00
H -1.535 -4.918 -3.240 0.00
H -2.153 -2.855 -1.982 0.00
N 1.172 -0.350 6.088 0.00
C 0.728 -0.488 7.392 0.00
C 1.403 -0.644 8.601 0.00
C 0.617 -0.749 9.729 0.00
C -0.790 -0.701 9.659 0.00
C -1.443 -0.546 8.457 0.00
C -0.662 -0.438 7.304 0.00
N -1.056 -0.277 5.980 -0.01
C 0.055 -0.247 5.304 0.00
C 0.102 -0.108 3.840 -0.02
C -1.090 -0.001 3.140 0.00
C -1.070 0.142 1.770 -0.02
N 0.082 0.158 1.046 0.01
C 1.248 0.084 1.743 -0.02
C 1.285 -0.048 3.109 0.00
H 2.128 -0.356 5.785 0.00
H 2.482 -0.682 8.660 0.00
H 1.091 -0.870 10.694 0.00
H -1.364 -0.787 10.572 0.00
H -2.523 -0.509 8.395 0.00
H -2.027 -0.008 3.680 0.00
H -1.991 0.277 1.217 0.00
H 2.156 0.133 1.159 0.00
H 2.256 -0.096 3.585 0.00
N -0.988 1.012 -1.698 0.00
S -1.620 2.345 -1.022 0.00
C -3.196 2.659 -1.753 0.00
C -3.316 2.983 -3.101 0.00
C -4.581 3.143 -3.636 0.00
C -5.705 2.988 -2.828 0.00
C -5.573 2.673 -1.484 0.00
C -4.306 2.502 -0.937 0.00
C -0.655 3.714 -1.618 0.00
C -1.133 5.007 -1.434 0.00
C -0.347 6.069 -1.847 0.00
C 0.896 5.836 -2.427 0.00
C 1.360 4.541 -2.591 0.00
C 0.586 3.462 -2.180 0.00
H -0.979 1.080 -2.713 0.00
H -2.436 3.125 -3.718 0.00
H -4.696 3.396 -4.682 0.00
H -6.692 3.120 -3.251 0.00
H -6.449 2.563 -0.860 0.00
H -4.187 2.258 0.112 0.00
H -2.105 5.185 -0.990 0.00
H -0.705 7.082 -1.718 0.00
H 1.504 6.670 -2.750 0.00
H 2.329 4.362 -3.039 0.00
H 0.943 2.447 -2.294 0.00
```

Output
* E_LUMO (spin up / spin down): -2.6759 / -2.7494 eV
* multiplicity: 2
* E_HOMO (spin up / spin down): -9.460 / -8.616 eV
* net charge: +1
* energy relative to the best compared isomer or geometry (same formula, charge and spin): 0.000 eV

***

Entry 4:
Entry from OMol25: 2 unconnected molecules or ions with the total composition C32H32O2PS2 in a non-equilibrium geometry (ωB97M-V with the def2-TZVPD basis set).

The geometry in XYZ format:
```
69
Properties=species:S:1:pos:R:3:nbo_charge:R:1
C -4.510 1.336 1.747 -0.62
C -3.083 0.866 1.945 -0.07
O -2.333 0.949 0.755 -0.53
C -1.056 0.444 0.939 0.73
C -0.205 0.584 -0.150 -0.93
P 1.492 0.021 -0.061 1.57
C 1.578 -1.745 -0.379 -0.33
C 2.671 -2.281 -1.017 -0.20
C 2.723 -3.640 -1.262 -0.21
C 1.677 -4.449 -0.861 -0.19
C 0.590 -3.906 -0.203 -0.21
C 0.547 -2.547 0.046 -0.20
C 2.393 0.892 -1.352 -0.40
C 3.462 1.700 -1.048 -0.18
C 4.110 2.385 -2.059 -0.20
C 3.682 2.249 -3.365 -0.18
C 2.613 1.428 -3.665 -0.22
C 1.968 0.745 -2.651 -0.12
C 2.190 0.391 1.553 -0.39
C 2.718 -0.606 2.339 -0.17
C 3.227 -0.297 3.586 -0.22
C 3.206 1.010 4.031 -0.19
C 2.680 2.007 3.235 -0.22
C 2.167 1.693 1.991 -0.11
O -0.685 -0.102 1.989 -0.76
H -5.082 1.299 2.676 0.20
H -4.533 2.363 1.377 0.22
H -5.023 0.721 1.007 0.21
H -2.562 1.473 2.698 0.17
H -3.041 -0.177 2.291 0.17
H -0.562 1.037 -1.050 0.25
H 3.480 -1.634 -1.315 0.22
H 3.577 -4.068 -1.760 0.22
H 1.713 -5.508 -1.058 0.22
H -0.221 -4.540 0.117 0.21
H -0.269 -2.100 0.589 0.25
H 3.784 1.788 -0.025 0.23
H 4.947 3.024 -1.828 0.22
H 4.186 2.782 -4.154 0.22
H 2.283 1.315 -4.684 0.22
H 1.137 0.091 -2.864 0.22
H 2.722 -1.619 1.974 0.22
H 3.639 -1.073 4.209 0.21
H 3.602 1.254 5.003 0.22
H 2.668 3.028 3.580 0.22
H 1.742 2.454 1.357 0.22
C -6.164 -1.380 3.963 -0.09
C -5.679 -2.602 3.524 -0.22
C -4.471 -3.067 3.975 -0.11
C -3.688 -2.308 4.884 -0.14
C -2.470 -2.796 5.387 -0.18
S -1.593 -1.733 6.479 0.48
C 0.005 -2.492 6.655 -0.56
C -0.099 -4.002 6.812 -0.42
C -0.364 -4.683 5.478 -0.55
S -2.027 -4.425 4.893 0.47
C -4.209 -1.056 5.300 -0.11
C -5.423 -0.610 4.848 -0.22
H -7.123 -1.030 3.620 0.24
H -6.257 -3.191 2.832 0.24
H -4.097 -4.017 3.639 0.22
H 0.585 -2.229 5.767 0.25
H 0.513 -2.033 7.510 0.27
H 0.795 -4.415 7.302 0.25
H -0.939 -4.221 7.485 0.23
H 0.307 -4.303 4.704 0.24
H -0.189 -5.763 5.541 0.27
H -3.637 -0.463 5.990 0.23
H -5.811 0.335 5.190 0.24
```

Output
* E_LUMO: -5.0642 eV
* E_HOMO: -9.166 eV
* net charge: +1
* energy relative to the best compared isomer or geometry (same formula, charge and spin): 0.460 eV

***

Entry 5:
Entry from OMol25: a molecular structure, C32H33As2MoNO5 in a non-equilibrium geometry (ωB97M-V with the def2-TZVPD basis set).

The geometry in XYZ format:
```
74
Properties=species:S:1:pos:R:3:lowdin_spin:R:1
Mo -0.515 0.790 0.827 1.73
O -1.989 -1.087 1.090 0.03
C -2.864 -1.089 2.245 0.00
C -2.162 -0.276 3.293 0.01
N -1.754 1.039 2.740 0.01
C -2.883 1.888 2.274 0.00
C -3.270 1.546 0.838 0.01
O -4.376 1.417 0.434 0.01
O -2.174 1.381 0.011 0.08
C -0.862 1.764 3.700 0.00
C 0.201 2.374 2.811 0.01
O 0.356 3.525 2.569 0.00
O 0.839 1.362 2.078 0.06
H -2.445 -1.512 0.352 0.00
H -3.006 -2.108 2.605 0.00
H -3.838 -0.678 1.974 0.00
H -1.248 -0.788 3.601 0.00
H -2.798 -0.139 4.172 0.00
H -2.548 2.928 2.286 0.00
H -3.753 1.794 2.925 0.00
H -0.418 1.039 4.380 0.00
H -1.392 2.532 4.258 0.00
C 2.180 -0.007 -1.589 0.00
C 2.623 -0.480 -0.204 0.01
As 1.052 -1.254 0.640 0.01
C 0.560 -2.678 -0.534 -0.01
C 1.427 -3.765 -0.639 0.00
C 1.132 -4.790 -1.524 0.00
C -0.017 -4.731 -2.304 0.00
C -0.875 -3.645 -2.206 0.00
C -0.584 -2.615 -1.321 0.00
C 1.408 -1.994 2.358 0.01
C 2.225 -1.305 3.253 0.00
C 2.415 -1.815 4.529 0.00
C 1.778 -2.991 4.910 0.00
C 0.957 -3.666 4.018 0.00
C 0.764 -3.170 2.736 0.00
As 0.605 1.165 -1.498 0.01
C 1.272 2.939 -1.753 0.00
C 1.216 3.891 -0.745 0.00
C 1.731 5.160 -0.976 0.00
C 2.295 5.465 -2.205 0.00
C 2.348 4.507 -3.212 0.00
C 1.835 3.239 -2.993 0.00
C -0.476 0.817 -3.037 0.01
C -0.439 -0.395 -3.717 0.00
C -1.262 -0.586 -4.818 0.00
C -2.122 0.423 -5.227 0.00
C -2.161 1.630 -4.542 0.00
C -1.338 1.833 -3.445 0.00
H 1.916 -0.860 -2.213 0.00
H 2.967 0.552 -2.094 0.00
H 2.976 0.339 0.423 0.00
H 3.406 -1.236 -0.268 0.00
H 2.319 -3.832 -0.027 0.00
H 1.798 -5.638 -1.606 0.00
H -0.241 -5.534 -2.993 0.00
H -1.763 -3.593 -2.822 0.00
H -1.240 -1.753 -1.287 0.00
H 2.731 -0.394 2.961 0.00
H 3.066 -1.300 5.221 0.00
H 1.932 -3.386 5.906 0.00
H 0.473 -4.587 4.316 0.00
H 0.133 -3.709 2.041 0.00
H 0.791 3.666 0.225 0.00
H 1.689 5.907 -0.195 0.00
H 2.695 6.454 -2.384 0.00
H 2.786 4.751 -4.171 0.00
H 1.863 2.507 -3.791 0.00
H 0.231 -1.192 -3.422 0.00
H -1.223 -1.520 -5.363 0.00
H -2.760 0.272 -6.088 0.00
H -2.827 2.419 -4.865 0.00
H -1.365 2.782 -2.925 0.00
```

Output
* E_LUMO (spin up / spin down): -7.3927 / -7.3663 eV
* multiplicity: 3
* E_HOMO (spin up / spin down): -14.252 / -14.242 eV
* net charge: +2
* energy relative to the best compared isomer or geometry (same formula, charge and spin): 0.000 eV

***

Entry 6:
Entry from OMol25: a molecular structure, C32H33BiGeN5O4 in a non-equilibrium geometry (ωB97M-V with the def2-TZVPD basis set).

The geometry in XYZ format:
```
76
Properties=species:S:1:pos:R:3:lowdin_charge:R:1
Bi -0.657 -15.071 16.072 1.86
C -6.258 -16.219 12.624 -0.06
C -5.294 -16.090 13.782 -0.27
C -5.339 -14.989 14.634 -0.06
C -4.420 -14.827 15.631 0.00
C -3.536 -15.884 15.990 -0.35
N -2.704 -15.741 17.070 -0.15
C -2.859 -16.421 18.267 -0.22
C -4.095 -17.147 18.436 -0.04
C -4.349 -17.764 19.602 -0.11
C -3.496 -17.629 20.710 -0.31
C -3.637 -18.378 22.019 -0.08
C -2.377 -16.828 20.629 -0.02
C -1.969 -16.303 19.348 -0.12
N -0.585 -15.991 19.181 -0.13
C 0.335 -16.704 19.883 -0.12
C 1.612 -16.507 19.402 -0.07
C 1.500 -15.477 18.249 -0.49
N 0.069 -15.039 18.355 -0.14
C -3.455 -17.007 15.092 -0.14
C -4.441 -17.149 14.116 0.00
N -2.307 -17.865 14.995 -0.04
C -2.173 -19.020 14.232 -0.07
C -0.888 -19.432 14.391 -0.10
C -0.244 -18.600 15.340 -0.12
N -1.109 -17.611 15.734 -0.02
H -6.945 -17.019 12.821 0.06
H -6.803 -15.270 12.419 0.09
H -5.786 -16.596 11.745 0.06
H -6.065 -14.237 14.434 0.10
H -4.372 -13.947 16.237 0.11
H -4.833 -17.154 17.561 0.13
H -5.266 -18.354 19.786 0.11
H -4.619 -18.237 22.475 0.06
H -3.504 -19.464 21.862 0.07
H -2.856 -18.137 22.746 0.06
H -1.738 -16.737 21.520 0.11
H -0.062 -17.373 20.631 0.10
H 2.601 -16.874 19.745 0.07
H 2.162 -14.561 18.363 0.12
H -4.489 -18.179 13.741 0.11
H -2.869 -19.607 13.678 0.11
H -0.484 -20.328 13.933 0.09
H 0.707 -18.771 15.891 0.11
O -1.715 -12.655 16.455 -0.12
C -0.790 -12.169 15.728 -0.64
O 0.200 -12.895 15.307 -0.25
C -0.901 -10.789 15.225 -0.12
C 0.131 -10.235 14.369 -0.02
C 0.269 -8.886 14.156 0.00
C -0.762 -8.099 14.697 -0.22
O -0.994 -6.777 14.492 0.03
C -2.311 -6.538 14.951 -0.16
O -2.762 -7.683 15.651 0.03
C -1.863 -8.659 15.315 -0.21
C -1.955 -9.990 15.679 0.08
H 0.918 -10.907 14.020 0.11
H 1.136 -8.438 13.608 0.13
H -2.930 -6.407 14.076 0.13
H -2.417 -5.676 15.555 0.12
H -2.764 -10.384 16.295 0.14
C 4.573 -16.205 17.192 -0.24
Ge 3.197 -15.763 15.845 0.78
C 3.572 -17.073 14.472 -0.26
C 3.258 -13.791 15.422 -0.24
C 1.456 -16.090 16.863 -0.47
H 5.422 -16.585 16.629 -0.01
H 4.130 -16.906 17.938 0.01
H 4.888 -15.342 17.778 0.01
H 4.245 -17.874 14.797 0.01
H 4.121 -16.501 13.638 0.03
H 2.701 -17.566 14.015 0.00
H 4.361 -13.548 15.365 0.01
H 2.776 -13.198 16.246 0.02
H 2.741 -13.501 14.503 -0.01
H 1.352 -17.209 16.873 0.00
```

Output
* E_LUMO: 2.5106 eV
* E_HOMO: -2.363 eV
* net charge: -1
* energy relative to the best compared isomer or geometry (same formula, charge and spin): 1.004 eV

***

| no. | electronic energy (eV) |
| --- | --- |
| 1 | -132885.00142 |
| 2 | -121446.92758 |
| 3 | -96385.43702 |
| 4 | -68750.69342 |
| 5 | -168965.94138 |
| 6 | -111711.12916 |